Entry 1:
Here is a 2-piece molecular cluster, C11H20N5O2 overall from the OMol25 dataset. Energies are from ωB97M-V/def2-TZVPD.

Geometry as XYZ:
```
38
Properties=species:S:1:pos:R:3:mulliken_charge:R:1
C 3.162 1.913 2.166 -0.25
C 2.008 2.238 2.061 -0.15
C 0.592 2.302 1.610 -0.68
C -0.169 0.953 1.684 0.01
C 0.592 -0.209 2.327 -0.64
C 1.678 -0.771 1.480 0.20
N 1.808 -0.704 0.149 -0.40
C 2.954 -1.308 -0.098 0.47
N 3.601 -1.505 -1.260 -0.41
N 3.530 -1.731 1.035 -0.32
N 2.694 -1.382 2.039 0.71
N 2.871 -1.570 3.416 -0.85
H 4.180 1.609 2.218 0.40
H 0.568 2.649 0.573 0.32
H 0.094 3.073 2.206 0.35
H -1.085 1.123 2.259 0.52
H -0.507 0.669 0.673 -0.38
H -0.130 -0.981 2.621 0.53
H 1.037 0.137 3.267 0.39
H 4.604 -1.531 -1.250 0.21
H 3.066 -1.541 -2.110 0.25
H 4.410 -2.199 1.183 0.19
H 3.039 -0.641 3.805 0.28
H 3.694 -2.155 3.528 0.30
O -1.256 1.297 -1.312 -0.56
C -2.094 0.685 -1.924 0.72
O -3.035 1.356 -2.594 -0.35
C -3.960 0.744 -3.503 -0.43
C -5.172 0.197 -2.778 -0.95
C -2.153 -0.823 -1.872 -0.92
H -3.462 -0.011 -4.113 0.37
H -4.271 1.535 -4.183 0.30
H -4.899 -0.589 -2.073 0.27
H -5.891 -0.211 -3.489 0.35
H -5.656 0.987 -2.204 0.30
H -2.688 -1.126 -0.972 0.25
H -1.134 -1.202 -1.827 0.22
H -2.619 -1.278 -2.742 0.38
```

**E_HOMO**: -12.49 eV
**LUMO**: -2.88 eV
**Energy above the lowest of the compared OMol25 structures with the same formula, charge and spin**: 234.7 kJ/mol
**Charge**: +1

***

Entry 2:
Here is one molecule with the formula CH2OS2 from the OMol25 dataset. Energies are from ωB97M-V/def2-TZVPD.

Geometry as XYZ:
```
6
Properties=species:S:1:pos:R:3:mulliken_charge:R:1
C 0.032 0.038 0.213 0.39
H -0.347 0.724 -2.164 0.17
H 0.024 -0.662 2.020 0.37
O -0.392 -0.863 1.110 -0.43
S -0.727 -0.216 -1.312 -0.20
S 1.410 0.978 0.134 -0.29
```

**E_HOMO**: -8.83 eV
**SMILES**: OC(=S)S
**LUMO**: -0.08 eV
**Energy above the lowest of the compared OMol25 structures with the same formula, charge and spin**: 85.1 kJ/mol

***

Entry 3:
Here is C60H94BCsN10O2P3Si as an isolated structure from the OMol25 dataset. Energies are from ωB97M-V/def2-TZVPD.

Geometry as XYZ:
```
172
Properties=species:S:1:pos:R:3:mulliken_charge:R:1
Cs 0.404 -1.468 0.070 1.34
C 2.462 -5.295 -2.271 -1.37
C 1.856 -4.026 -2.294 -0.41
N 2.303 -3.260 -1.309 0.40
N 3.203 -4.012 -0.631 0.68
C 3.318 -5.238 -1.192 -0.49
B 3.953 -3.401 0.576 0.43
N 3.181 -3.633 1.899 0.35
C 3.719 -3.712 3.134 -0.27
C 2.695 -3.938 4.031 -1.31
C 1.543 -3.988 3.222 -0.53
N 1.837 -3.796 1.942 -0.04
N 4.136 -1.885 0.320 1.13
C 4.482 -1.277 -0.839 -0.32
C 4.806 0.031 -0.555 -1.12
C 4.612 0.132 0.836 -1.23
N 4.232 -1.024 1.362 -0.92
N 5.357 -4.012 0.747 0.51
C 6.544 -3.360 0.785 -0.21
C 7.523 -4.283 1.067 -0.89
C 6.820 -5.496 1.203 -0.36
N 5.517 -5.329 1.021 -1.25
H 2.309 -6.123 -2.945 0.46
H 1.123 -3.628 -2.985 0.38
H 3.994 -5.964 -0.768 0.52
H 4.786 -3.618 3.278 0.41
H 2.776 -4.084 5.096 0.48
H 0.514 -4.167 3.512 0.39
H 4.473 -1.823 -1.771 0.71
H 5.116 0.801 -1.243 0.62
H 4.761 0.990 1.480 1.11
H 6.601 -2.294 0.612 0.34
H 8.583 -4.104 1.161 0.42
H 7.206 -6.481 1.426 0.42
C 1.491 -0.192 -3.262 -0.03
Si 1.035 1.335 -2.263 0.22
C 2.569 2.442 -2.156 1.02
C 3.569 2.365 -3.137 -0.35
C 4.678 3.197 -3.103 -0.78
C 4.817 4.127 -2.078 -1.00
C 3.847 4.210 -1.090 -0.77
C 2.728 3.373 -1.116 -0.20
P 1.459 3.378 0.206 0.60
C 0.901 5.141 0.183 -0.11
C 0.175 5.404 -1.144 0.12
C -0.456 6.793 -1.188 -1.39
C -1.405 6.997 -0.010 -0.30
C -0.675 6.784 1.314 -1.16
C -0.026 5.402 1.375 0.51
C 2.492 3.210 1.747 1.99
C 1.621 2.676 2.897 -0.15
C 2.467 2.347 4.127 -0.39
C 3.428 3.495 4.527 -1.04
C 3.201 4.742 3.678 -0.96
C 3.337 4.435 2.186 -0.78
C -0.276 2.404 -3.116 0.77
C 0.140 3.442 -3.960 -0.56
C -0.765 4.351 -4.487 -0.78
C -2.107 4.261 -4.142 -1.36
C -2.543 3.226 -3.325 -0.85
C -1.650 2.270 -2.831 0.53
P -2.099 0.747 -1.897 0.45
C -3.198 -0.233 -3.033 1.82
C -2.347 -0.694 -4.226 -0.30
C -3.013 -1.852 -4.988 -0.90
C -4.545 -1.781 -4.922 -0.06
C -4.993 -0.326 -4.856 -1.04
C -4.552 0.319 -3.531 -0.56
C -3.105 1.241 -0.429 0.84
C -2.122 1.855 0.582 0.15
C -2.868 2.433 1.780 -0.58
C -3.757 3.622 1.358 -0.98
C -4.081 3.574 -0.140 -0.08
C -4.360 2.139 -0.582 -1.05
H 1.709 0.079 -4.303 0.69
H 0.666 -0.911 -3.282 -0.80
H 2.365 -0.705 -2.843 0.09
H 3.482 1.638 -3.941 0.31
H 5.439 3.119 -3.873 0.39
H 5.683 4.779 -2.047 0.42
H 3.965 4.932 -0.284 0.30
H 1.755 5.828 0.238 0.96
H -0.611 4.650 -1.286 -0.54
H 0.873 5.276 -1.975 0.46
H -0.985 6.925 -2.137 0.46
H 0.332 7.556 -1.155 0.35
H -2.231 6.277 -0.086 -0.12
H -1.853 7.993 -0.043 0.46
H -1.363 6.907 2.156 0.42
H 0.099 7.553 1.427 0.43
H -0.811 4.633 1.381 -0.40
H 0.525 5.288 2.313 -0.56
H 3.177 2.402 1.475 -1.04
H 1.079 1.787 2.562 -0.41
H 0.854 3.412 3.160 0.34
H 3.056 1.447 3.926 0.22
H 1.805 2.096 4.958 0.32
H 4.465 3.172 4.402 0.38
H 3.312 3.738 5.584 0.44
H 3.911 5.524 3.955 0.55
H 2.207 5.151 3.885 0.31
H 4.390 4.241 1.959 0.44
H 3.070 5.331 1.619 0.28
H 1.197 3.560 -4.185 0.44
H -0.420 5.146 -5.138 0.41
H -2.817 4.994 -4.509 0.40
H -3.589 3.188 -3.058 0.18
H -3.404 -1.118 -2.417 -0.84
H -1.354 -0.994 -3.891 -0.72
H -2.191 0.163 -4.889 0.50
H -2.670 -2.809 -4.584 0.27
H -2.687 -1.826 -6.031 0.47
H -4.910 -2.307 -4.032 -0.27
H -4.983 -2.290 -5.783 0.51
H -6.076 -0.239 -4.964 0.59
H -4.555 0.220 -5.699 0.30
H -5.310 0.136 -2.766 0.29
H -4.508 1.393 -3.674 0.00
H -3.425 0.271 -0.025 0.26
H -1.537 2.644 0.098 -0.62
H -1.399 1.102 0.899 -0.11
H -2.160 2.735 2.559 0.15
H -3.480 1.639 2.223 0.60
H -3.266 4.570 1.592 0.21
H -4.686 3.614 1.934 0.43
H -3.241 3.973 -0.720 -0.45
H -4.937 4.214 -0.365 0.61
H -4.752 2.115 -1.596 0.43
H -5.160 1.733 0.049 0.38
C -1.106 -0.134 5.676 -0.93
O -1.446 -0.361 4.308 -0.27
C -0.483 -0.596 3.395 -1.17
O -0.796 -0.777 2.234 1.01
N 0.798 -0.601 3.836 -0.01
N 1.808 -0.788 2.893 -0.23
H -2.042 0.074 6.184 0.32
H -0.445 0.727 5.784 0.28
H -0.652 -1.021 6.124 0.33
H 1.024 -0.534 4.804 0.21
H 2.329 -1.636 3.084 0.31
H 2.450 -0.005 2.894 -0.12
C -4.065 -3.956 -1.975 -1.38
C -4.105 -3.903 -0.443 0.69
C -5.136 -4.894 0.100 -1.81
P -2.351 -3.936 0.173 0.76
C -1.606 -5.514 -0.461 0.57
C -0.253 -5.730 0.228 -1.65
C -2.408 -6.817 -0.464 -1.66
C -2.455 -4.072 2.022 2.72
C -3.241 -2.865 2.549 -1.41
C -2.942 -5.372 2.662 -1.72
H -5.043 -3.695 -2.390 0.64
H -3.816 -4.958 -2.332 0.10
H -3.322 -3.267 -2.390 0.05
H -4.439 -2.898 -0.168 0.11
H -4.837 -5.931 -0.067 0.20
H -6.094 -4.741 -0.409 0.48
H -5.311 -4.767 1.168 0.35
H -1.392 -5.255 -1.504 0.35
H -0.389 -6.211 1.203 0.18
H 0.313 -4.815 0.419 0.29
H 0.378 -6.389 -0.373 0.56
H -2.730 -7.102 0.541 0.18
H -1.776 -7.625 -0.847 0.45
H -3.294 -6.768 -1.099 0.40
H -1.411 -3.922 2.321 -1.48
H -4.311 -2.970 2.350 0.32
H -2.891 -1.929 2.108 0.08
H -3.116 -2.781 3.633 0.42
H -3.961 -5.622 2.359 0.16
H -2.940 -5.268 3.753 0.51
H -2.300 -6.217 2.412 0.36
```

**E_HOMO (alpha / beta)**: -6.37 / -8.05 eV
**⟨S²⟩**: 0.7523
**Spin multiplicity**: 2
**LUMO (alpha / beta)**: 0.05 / -0.24 eV
**Energy above the lowest of the compared OMol25 structures with the same formula, charge and spin**: 41.7 kJ/mol

***

Computed max |F|, in the same sequence as the records: 0.0268, 0.0600, 0.0323 Eh/bohr.